The following is a quantum chemistry calculation of an isolated molecule of C5H6Si at a distorted geometry, from the Open Molecules 2025 dataset.

Summary:
- HOMO level (eV) = -9.4483
- energy relative to the best compared isomer or geometry (same formula, charge and spin) (eV) = 3.298
- SMILES = C#C[C@H]1[C@H]2[SiH2][C@@H]12

CARTESIAN COORDINATES (ANGSTROEM)
C 2.73 -1.07 0.68
C 1.60 -0.63 0.69
C 0.19 -0.32 0.73
C -0.54 0.93 0.22
Si -1.08 0.85 -1.51
C -1.04 -0.53 -0.18
H 3.77 -1.28 0.46
H -0.25 -0.37 1.80
H -1.04 1.40 1.15
H -0.22 0.57 -2.54
H -2.28 1.48 -1.76
H -1.85 -1.03 0.27


The following is a quantum chemistry calculation of the ion C4H4F2NO6P with charge -2 at a distorted geometry, from the Open Molecules 2025 dataset.

Summary:
- charge = -2
- HOMO level (eV) = -1.6424
- energy relative to the best compared isomer or geometry (same formula, charge and spin) (eV) = 0.988
- SMILES = N[C@](C(=O)[O-])(C(=O)C(F)F)[P@@](=O)([O-])O

CARTESIAN COORDINATES (ANGSTROEM)
N -0.01 -1.20 -0.84
C 0.12 -0.10 0.20
C 0.49 -0.59 1.73
O 1.17 -1.65 1.70
O 0.16 0.12 2.68
C -1.12 0.79 0.22
O -1.26 1.89 0.70
C -2.30 0.10 -0.55
F -2.31 0.43 -1.89
F -3.59 0.55 -0.21
P 1.57 0.99 -0.28
O 1.42 1.21 -1.77
O 1.84 2.15 0.64
O 2.64 -0.20 -0.14
H 0.55 -0.69 -1.69
H 0.61 -1.95 -0.35
H -2.29 -1.01 -0.57
H 2.31 -0.84 0.42


The following is a quantum chemistry calculation of a structure of composition C54H48I2N7O2PPbTe at a distorted geometry, from the Open Molecules 2025 dataset.

Summary:
- charge = +2
- HOMO level (eV) = -11.7654
- energy relative to the best compared isomer or geometry (same formula, charge and spin) (eV) = 0.526

CARTESIAN COORDINATES (ANGSTROEM)
Pb -0.89 -0.56 2.03
I -1.41 7.48 0.64
C -1.84 5.44 0.89
C -2.71 4.81 0.01
C -2.88 3.45 0.15
I -4.13 2.37 -1.20
C -2.22 2.63 1.12
O -2.33 1.34 1.10
C -1.45 3.36 2.07
C -0.85 2.67 3.27
N 0.22 1.71 2.94
C 1.07 1.43 4.09
C 0.51 0.36 5.01
C 0.84 0.36 6.36
C 0.38 -0.67 7.17
C -0.41 -1.66 6.61
C -0.70 -1.59 5.26
N -0.25 -0.60 4.48
C -1.25 4.72 1.91
H -3.23 5.36 -0.76
H -0.46 3.45 3.94
H -1.63 2.12 3.81
H 0.78 2.09 2.19
H 2.04 1.08 3.74
H 1.25 2.34 4.69
H 1.46 1.14 6.77
H 0.63 -0.69 8.22
H -0.79 -2.48 7.21
H -1.31 -2.34 4.78
H -0.62 5.24 2.62
N 2.94 -3.57 1.86
C 2.03 -2.68 2.28
N 0.78 -2.69 1.96
C 0.31 -3.69 1.11
N -0.96 -3.84 0.90
N -1.78 -2.91 1.43
C -2.90 -3.27 1.92
C -3.79 -2.27 2.52
C -5.11 -2.59 2.80
C -5.93 -1.63 3.38
C -5.39 -0.38 3.67
C -4.06 -0.14 3.35
N -3.27 -1.06 2.80
C 1.25 -4.66 0.56
C 0.86 -5.68 -0.31
C 1.79 -6.59 -0.77
C 3.12 -6.49 -0.36
C 3.52 -5.50 0.51
C 2.58 -4.58 0.97
H 3.90 -3.49 2.15
H 2.39 -1.90 2.94
H -3.21 -4.32 1.93
H -5.49 -3.57 2.55
H -6.96 -1.85 3.59
H -5.99 0.39 4.13
H -3.62 0.82 3.53
H -0.18 -5.74 -0.59
H 1.49 -7.37 -1.45
H 3.85 -7.21 -0.73
H 4.55 -5.44 0.85
O 0.86 -0.01 0.03
P 2.16 0.39 -0.63
C 3.64 -0.43 0.02
C 4.26 -1.45 -0.70
C 5.45 -2.00 -0.24
C 6.01 -1.55 0.94
C 5.38 -0.56 1.68
C 4.21 0.01 1.22
C 2.49 2.16 -0.45
C 1.40 3.03 -0.37
C 1.62 4.40 -0.31
C 2.92 4.90 -0.34
C 4.00 4.03 -0.45
C 3.79 2.66 -0.50
C 2.09 0.03 -2.39
C 2.93 0.70 -3.29
C 2.86 0.40 -4.64
C 1.96 -0.56 -5.09
C 1.13 -1.22 -4.20
C 1.20 -0.93 -2.85
H 3.82 -1.79 -1.62
H 5.94 -2.76 -0.83
H 6.95 -1.97 1.29
H 5.82 -0.21 2.61
H 3.73 0.82 1.77
H 0.39 2.63 -0.36
H 0.78 5.08 -0.24
H 3.09 5.96 -0.29
H 5.00 4.42 -0.50
H 4.63 1.99 -0.59
H 3.62 1.45 -2.93
H 3.50 0.92 -5.34
H 1.92 -0.79 -6.15
H 0.43 -1.96 -4.56
H 0.57 -1.46 -2.13
C -4.15 1.46 -7.87
C -3.59 1.25 -6.49
C -3.88 0.11 -5.76
C -3.40 -0.07 -4.47
C -3.77 -1.32 -3.71
C -2.60 0.93 -3.89
Te -1.93 0.75 -1.86
C -2.28 2.09 -4.62
C -1.44 3.20 -4.05
C -2.78 2.22 -5.91
H -4.59 0.54 -8.26
H -3.38 1.80 -8.56
H -4.94 2.22 -7.84
H -4.50 -0.66 -6.20
H -4.29 -2.02 -4.36
H -4.44 -1.09 -2.88
H -2.89 -1.82 -3.30
H -0.58 2.81 -3.51
H -2.03 3.81 -3.36
H -1.09 3.85 -4.85
H -2.55 3.12 -6.47


The following is a quantum chemistry calculation of a structure of composition C25H50FeN4O3P2Sb, from the Open Molecules 2025 dataset.

Summary:
- charge = +1
- <S²> = 6.0149
- HOMO level (spin up / spin down) (eV) = -10.1332 / -10.7958
- multiplicity = 5
- energy relative to the best compared isomer or geometry (same formula, charge and spin) (eV) = 2.140

CARTESIAN COORDINATES (ANGSTROEM)
Fe -0.16 -0.58 -0.46
C 3.44 3.74 -0.25
N 3.11 2.34 -0.51
C 4.10 1.60 -1.28
P 1.81 1.63 0.17
O 1.72 0.17 -0.27
O -0.01 2.05 -1.68
P -2.41 0.96 -0.47
O -2.28 -0.57 -0.54
N -3.23 1.51 -1.78
C -4.44 0.82 -2.21
C -3.15 2.91 -2.19
N -3.03 1.36 1.00
C -3.36 2.75 1.27
C -3.61 0.39 1.92
N 1.91 1.83 1.81
C 3.20 1.67 2.47
C 0.80 1.33 2.61
H 3.47 4.30 -1.18
H 4.42 3.81 0.24
H 2.70 4.19 0.41
H 4.30 2.13 -2.22
H 3.74 0.61 -1.51
H 5.04 1.52 -0.72
H -4.38 -0.23 -1.92
H -4.52 0.88 -3.29
H -5.34 1.26 -1.77
H -2.20 3.34 -1.86
H -3.97 3.50 -1.79
H -3.18 2.96 -3.28
H -2.82 3.41 0.59
H -3.06 3.01 2.29
H -4.43 2.94 1.17
H -3.32 -0.61 1.62
H -4.70 0.46 1.92
H -3.25 0.59 2.93
H 4.00 2.07 1.85
H 3.41 0.62 2.70
H 3.18 2.23 3.41
H -0.15 1.44 2.08
H 0.74 1.89 3.54
H 0.93 0.27 2.85
C -0.73 1.44 -0.56
C 0.28 2.47 -0.34
C 0.03 3.92 -0.06
C -0.16 4.39 1.24
C -0.36 5.74 1.47
C -0.38 6.63 0.40
C -0.19 6.17 -0.89
C 0.02 4.81 -1.12
H -0.15 3.70 2.07
H -0.51 6.10 2.48
H -0.54 7.69 0.58
H -0.20 6.86 -1.72
H 0.17 4.45 -2.13
C -2.62 -4.04 -0.33
C -1.35 -4.67 0.23
C -1.06 -6.02 -0.42
Sb 0.27 -3.26 0.08
C 1.34 -3.67 -1.76
C 0.40 -3.39 -2.93
C 2.02 -5.03 -1.90
C 1.63 -3.85 1.65
C 1.72 -5.36 1.85
C 2.99 -3.21 1.39
H -3.47 -4.71 -0.19
H -2.53 -3.85 -1.41
H -2.86 -3.08 0.14
H -1.46 -4.80 1.31
H -0.94 -5.92 -1.50
H -1.90 -6.69 -0.25
H -0.16 -6.49 -0.02
H 2.11 -2.90 -1.74
H -0.41 -4.12 -2.99
H 0.95 -3.45 -3.88
H -0.06 -2.40 -2.88
H 1.30 -5.85 -1.89
H 2.75 -5.22 -1.11
H 2.55 -5.08 -2.85
H 1.19 -3.40 2.55
H 2.12 -5.86 0.97
H 0.75 -5.80 2.08
H 2.39 -5.58 2.68
H 3.47 -3.63 0.51
H 3.65 -3.38 2.24
H 2.91 -2.13 1.25


The following is a quantum chemistry calculation of an isolated molecule of C6H12OS at a distorted geometry, from the Open Molecules 2025 dataset.

Summary:
- HOMO level (eV) = -8.6510
- energy relative to the best compared isomer or geometry (same formula, charge and spin) (eV) = 1.700
- SMILES = C=C(C)[C@H](C)CSO

CARTESIAN COORDINATES (ANGSTROEM)
C -1.25 -0.29 1.73
C -0.89 -0.40 0.45
C -1.87 -0.84 -0.64
C 0.50 -0.20 0.02
C 1.43 -0.90 0.96
C 0.80 1.23 -0.15
S 0.00 2.26 -1.35
O 1.12 2.20 -2.53
H -2.30 -0.52 2.02
H -0.47 -0.17 2.42
H -2.80 -1.12 -0.26
H -1.44 -1.77 -1.02
H -1.95 -0.17 -1.45
H 0.68 -0.69 -0.98
H 2.47 -0.95 0.50
H 1.07 -1.87 1.18
H 1.47 -0.34 1.88
H 0.63 1.68 0.85
H 1.82 1.41 -0.48
H 0.98 1.44 -3.15


The following is a quantum chemistry calculation of a structure of composition C46H56I2N3O2P3S4W at a distorted geometry, from the Open Molecules 2025 dataset.

Summary:
- <S²> = 2.0657
- HOMO level (spin up / spin down) (eV) = -7.3340 / -7.0597
- multiplicity = 3

CARTESIAN COORDINATES (ANGSTROEM)
W -0.41 0.95 -0.70
C -6.60 0.36 1.05
C -5.97 1.13 0.08
C -4.59 1.26 0.08
C -3.82 0.58 1.03
C -4.46 -0.20 1.99
C -5.84 -0.29 2.01
P -2.00 0.56 1.01
C -1.65 0.82 2.78
C -0.51 0.26 3.34
C -0.23 0.44 4.68
C -1.07 1.22 5.46
C -2.20 1.81 4.90
C -2.49 1.61 3.56
C -1.58 0.18 -2.36
C -2.95 0.04 -2.51
C -3.60 -0.11 -3.75
C -2.88 -0.04 -4.90
C -1.47 0.09 -4.85
C -0.71 0.24 -6.03
C 0.65 0.35 -5.98
C 1.31 0.22 -4.75
C 0.61 0.05 -3.58
C -0.82 0.09 -3.59
H -7.67 0.28 1.06
H -6.55 1.64 -0.67
H -4.12 1.91 -0.66
H -3.87 -0.72 2.73
H -6.33 -0.87 2.78
H 0.16 -0.34 2.73
H 0.65 -0.01 5.11
H -0.86 1.36 6.51
H -2.84 2.43 5.50
H -3.36 2.09 3.13
H -3.59 0.06 -1.63
H -4.67 -0.22 -3.77
H -3.36 -0.08 -5.87
H -1.23 0.28 -6.97
H 1.23 0.51 -6.88
H 2.39 0.25 -4.73
S 2.96 0.30 3.75
P 2.93 1.45 2.18
S 1.55 1.00 0.68
C 2.73 3.23 2.48
C 2.75 4.10 1.41
C 2.68 5.46 1.64
C 2.58 5.94 2.93
C 2.54 5.06 4.00
C 2.62 3.70 3.78
C 4.48 1.25 1.24
C 4.76 -0.02 0.76
C 5.95 -0.27 0.11
C 6.87 0.76 -0.06
C 6.60 2.02 0.43
C 5.40 2.28 1.08
H 2.83 3.73 0.39
H 2.71 6.15 0.80
H 2.54 7.00 3.11
H 2.46 5.44 5.01
H 2.60 2.99 4.60
H 4.04 -0.82 0.92
H 6.17 -1.26 -0.26
H 7.80 0.56 -0.57
H 7.31 2.82 0.30
H 5.19 3.26 1.47
I -1.63 3.11 0.54
I -2.16 6.00 1.21
C -0.42 6.46 -1.92
O -0.51 5.04 -2.00
C 0.60 4.34 -2.01
S 2.12 4.94 -1.97
S 0.33 2.63 -2.30
H -1.43 6.83 -2.03
H 0.24 6.84 -2.71
H -0.03 6.76 -0.95
C 3.62 -1.45 -2.46
C 2.10 -1.62 -2.34
C 1.61 -2.55 -3.45
C 1.36 -0.26 -2.32
H 4.11 -2.39 -2.21
H 3.99 -0.69 -1.78
H 3.90 -1.18 -3.48
H 1.89 -2.10 -1.38
H 1.82 -2.14 -4.43
H 0.54 -2.73 -3.37
H 2.13 -3.50 -3.37
H 2.09 0.53 -2.09
H 0.61 -0.34 -1.47
C 1.59 -4.48 0.19
N 0.21 -4.47 -0.24
C -0.05 -5.13 -1.50
P -0.79 -3.31 0.43
O -0.49 -1.88 0.15
N -0.65 -3.65 2.08
C -1.40 -2.79 2.97
C -0.44 -4.98 2.61
N -2.30 -3.74 -0.17
C -3.31 -2.73 -0.36
C -2.85 -5.06 0.10
H 1.92 -5.51 0.40
H 1.68 -3.89 1.10
H 2.26 -4.07 -0.57
H 0.72 -4.90 -2.23
H -1.01 -4.80 -1.89
H -0.07 -6.22 -1.36
H -1.67 -1.88 2.43
H -0.80 -2.52 3.84
H -2.32 -3.27 3.32
H -0.06 -5.64 1.84
H -1.37 -5.40 3.01
H 0.28 -4.93 3.43
H -2.80 -1.77 -0.47
H -4.01 -2.67 0.48
H -3.88 -2.93 -1.27
H -2.04 -5.77 0.26
H -3.43 -5.39 -0.76
H -3.51 -5.06 0.97